Computed, not measured: C3H3P in the gas phase at a distorted geometry, with the ωB97M-V functional and the def2-TZVPD basis.

```
7
Properties=species:S:1:pos:R:3:forces:R:3
C 0.3933 -0.1883 0.3193 -1.25 0.59 -4.90
C -0.6536 0.2418 -0.5199 2.35 -0.43 1.75
C -1.3617 0.6609 -1.4181 -0.30 -0.24 0.14
P 0.5598 -0.2925 2.0170 -0.46 -0.29 3.73
H 1.2146 -0.6171 -0.2474 -0.17 -0.20 -0.19
H -2.0965 0.7218 -2.1635 -0.46 0.29 -0.47
H 1.9441 -0.5265 2.0127 0.28 0.28 -0.05
```
Positions in Å, forces in eV/Å.

Summary:
ΔE to the lowest compared entry with this formula, charge and spin	0.051	eV
orbital gap (spin up / spin down)	7.86 / 7.14	eV
net charge	0
<S²>	2.026
2S+1	3
calculated total energy	-12442.7849	eV